[1]
Molecular formula: C5H13NOSi
Method: DFT, ωB97M-V with the def2-TZVPD basis set

## Properties
Orbital gap, eV: 8.875

Geometry (Å):
H: -2.468 -0.738 -1.380
C: -1.087 -2.305 1.048
H: 1.752 -1.360 -0.798
H: 0.143 -0.191 2.000
C: -1.845 0.064 -1.109
H: -1.408 0.624 -1.986
H: 2.194 1.600 -0.115
C: 0.913 2.159 1.362
N: 0.120 0.316 1.059
H: -1.406 -3.114 0.396
H: 0.930 -0.532 -2.259
H: 2.629 3.309 0.492
H: 0.505 -2.147 -1.840
H: -2.471 0.932 -0.676
H: -1.984 -2.000 1.619
Si: -0.505 -0.751 -0.113
C: 1.836 2.493 0.336
O: 0.459 2.633 2.298
H: -0.174 -2.696 1.545
C: 0.788 -1.231 -1.423
H: 1.079 2.934 -0.454

=====

[2]
Molecular formula: C2H3Cl2NS
Method: DFT, ωB97M-V with the def2-TZVPD basis set

## Properties
Orbital gap (spin up / spin down), eV: 7.298 / 8.696

Geometry (Å):
H: 0.255 -0.871 -0.691
H: -0.913 -0.219 0.512
N: 1.258 -0.480 0.942
Cl: 0.075 1.474 2.947
S: 2.427 -0.146 3.594
H: 0.045 0.958 -0.263
Cl: 3.719 -1.178 2.558
C: 1.197 0.328 2.504
C: 0.161 -0.216 0.098

=====

[3]
Molecular formula: C13H26NO5PS2
Method: DFT, ωB97M-V with the def2-TZVPD basis set

## Properties
Orbital gap, eV: 9.132

Geometry (Å):
H: 0.018 4.060 3.271
H: -4.828 1.146 -0.220
H: -3.918 1.591 1.233
H: -4.694 2.848 0.261
H: -2.361 1.077 -0.621
C: 1.027 1.090 -0.398
S: 0.834 3.636 0.565
H: -1.713 2.599 4.307
H: -0.107 -0.183 -2.697
C: 3.075 -4.301 -2.103
H: -0.149 -3.702 -1.454
O: 3.330 -2.052 -0.669
C: 2.904 -5.243 -0.921
N: 1.705 -0.035 -0.635
C: 0.016 -1.787 -0.452
H: -2.841 3.959 4.359
S: -1.045 1.084 2.049
H: -1.104 5.438 3.330
P: -1.057 2.803 1.100
H: -0.649 -0.958 -0.206
H: -1.499 -3.297 -0.393
O: -0.092 1.327 -0.815
C: -1.791 3.680 4.393
C: 1.168 -1.211 -1.310
C: 0.742 -0.859 -2.734
H: 3.631 -6.047 -0.989
H: 0.443 -2.149 0.486
H: -3.129 2.324 -1.635
O: -1.613 4.018 1.996
C: 1.769 2.083 0.481
O: -2.071 3.050 -0.090
C: -0.791 -2.895 -1.114
C: -1.039 4.348 3.254
H: 2.750 2.322 0.075
H: 3.061 -4.705 0.010
O: 2.087 -3.264 -2.087
C: -4.174 1.894 0.219
C: 2.323 -2.216 -1.316
H: 1.561 -0.363 -3.250
H: -1.368 3.993 5.344
H: 4.068 -3.843 -2.084
H: 2.611 -0.188 -0.206
H: 1.874 1.670 1.486
H: 1.904 -5.670 -0.918
H: 2.920 -4.821 -3.051
C: -2.908 2.022 -0.608
H: -1.352 -2.514 -1.963
H: 0.475 -1.758 -3.279

=====

[4]
Molecular formula: C19H54O11
Method: DFT, ωB97M-V with the def2-TZVPD basis set

## Properties
Orbital gap, eV: 9.515

Geometry (Å):
C: -19.052 14.087 -15.452
H: -13.282 18.460 -19.873
H: -15.707 11.923 -15.935
H: -15.020 15.416 -21.515
H: -13.716 13.357 -16.449
H: -14.918 19.174 -19.769
H: -18.258 10.953 -14.741
H: -13.476 18.720 -23.105
O: -17.464 13.002 -21.650
O: -13.771 19.874 -21.329
H: -17.604 15.541 -18.625
H: -18.613 17.886 -23.031
H: -16.394 17.230 -16.488
H: -13.453 15.529 -20.070
H: -12.481 15.888 -22.579
H: -17.298 21.359 -21.774
C: -16.773 19.036 -16.000
H: -16.516 18.883 -22.659
H: -17.993 20.733 -23.237
H: -14.001 12.646 -18.037
H: -17.806 13.503 -17.179
H: -16.247 19.231 -16.934
H: -17.797 19.394 -16.110
H: -15.138 16.212 -18.419
H: -18.203 17.288 -21.351
C: -12.966 19.433 -22.457
C: -11.576 18.962 -22.041
H: -11.677 18.038 -21.472
O: -17.120 12.714 -15.369
H: -17.141 13.148 -19.706
H: -10.303 18.908 -19.592
C: -14.145 18.805 -20.444
O: -13.095 15.910 -21.841
C: -14.479 12.927 -17.098
C: -17.320 19.115 -21.961
C: -18.486 18.135 -21.977
H: -12.010 14.686 -18.577
O: -15.944 16.568 -18.039
C: -17.716 13.784 -16.129
H: -15.660 13.569 -20.690
O: -19.519 18.935 -21.400
O: -10.965 20.034 -21.279
C: -20.263 12.907 -19.069
H: -19.773 14.468 -16.174
H: -9.376 20.405 -20.055
H: -21.820 13.948 -18.636
H: -14.528 17.945 -20.993
C: -19.226 20.366 -21.536
H: -16.285 19.493 -15.140
C: -16.534 12.926 -20.583
H: -17.877 12.252 -13.496
C: -19.411 12.685 -14.871
C: -9.951 19.547 -20.402
H: -14.390 14.473 -22.779
H: -19.858 12.152 -15.709
H: -12.826 20.292 -23.113
C: -17.876 20.525 -22.173
C: -12.485 15.652 -18.405
H: -20.140 12.703 -14.061
H: -20.284 12.461 -18.075
O: -16.769 17.623 -15.697
H: -11.856 16.489 -18.707
O: -13.701 15.703 -19.159
O: -14.946 11.728 -16.487
H: -15.210 13.700 -17.336
H: -19.157 20.818 -20.546
H: -20.078 20.835 -22.028
O: -21.582 13.314 -19.317
H: -10.932 18.673 -22.872
H: -16.866 19.124 -20.970
H: -17.159 12.501 -22.410
C: -17.005 16.394 -18.945
H: -19.042 14.846 -14.669
C: -14.293 15.459 -22.325
H: -12.656 15.827 -17.343
H: -19.954 12.168 -19.808
C: -18.105 12.013 -14.534
H: -17.676 17.249 -19.027
H: -19.589 13.763 -19.041
H: -16.554 16.117 -19.898
H: -17.068 14.660 -16.090
H: -14.611 16.203 -23.055
H: -9.161 18.956 -20.866
H: -16.203 11.888 -20.538